1.
272
Properties=species:S:1:pos:R:3:lowdin_charge:R:1 method="wB97M-V/def2-TZVPD" fmax_ev_per_a=3.06 gap_ha=0.323 total_charge=0 mol_weight_g_mol=1426.2 total_energy_ev=-125811.9738 homo_ev=-8.41
O 5.02 -1.46 -1.95 -0.181
O 1.24 -1.94 -6.58 -0.198
O 1.14 6.74 -2.47 -0.212
O 0.67 2.15 -4.58 -0.186
O -1.66 5.86 0.26 -0.181
O -4.82 0.69 1.17 -0.209
O 1.23 2.38 4.49 -0.229
O -2.04 -7.76 -4.44 -0.192
O 0.66 1.20 0.70 -0.184
O 4.46 -2.33 9.09 -0.217
O 4.90 3.44 -0.90 -0.191
O -3.62 2.26 5.57 -0.205
O -2.98 -3.97 2.62 -0.188
O 1.28 -4.50 1.23 -0.208
O 5.03 4.17 4.66 -0.193
O -6.86 -4.54 -4.01 -0.168
N 1.00 -0.37 3.56 0.088
N 3.56 -1.50 5.64 0.029
N 2.35 -5.77 -2.19 0.042
N 1.96 9.97 -1.01 0.025
N 1.74 -5.24 -5.05 0.040
N -5.87 -3.41 0.36 0.055
N 3.73 1.34 5.14 0.054
N -2.57 1.22 -2.89 0.065
N 7.36 -0.26 0.76 0.036
N -3.69 4.24 -2.32 0.044
N -1.82 0.05 0.12 0.071
N -5.28 5.36 4.29 0.050
N 5.28 6.81 0.21 0.035
N -4.70 -0.52 -1.40 0.063
N -4.94 -2.10 -4.47 0.074
N 0.25 -7.39 -6.27 0.031
C -2.30 -3.38 3.73 -0.077
C -0.05 1.82 4.25 -0.170
C 4.77 -2.11 7.68 -0.149
C -1.68 0.44 -5.15 -0.039
C -4.37 4.26 4.43 -0.455
C -6.73 -5.46 -5.03 -0.142
C 7.72 -2.17 -0.70 -0.059
C -2.99 4.89 4.45 -0.057
C 4.81 1.72 4.10 -0.322
C -5.81 0.25 -1.05 -0.462
C -4.64 -3.53 -4.22 -0.404
C 1.90 7.90 -2.30 -0.219
C -5.61 -4.33 -3.35 -0.186
C 3.40 -2.04 6.97 -0.450
C 0.46 -3.45 -3.96 -0.054
C 1.22 3.80 4.37 -0.075
C -5.02 0.81 2.56 -0.097
C 2.03 -2.95 -5.86 -0.157
C 7.00 -0.81 -0.56 -0.417
C -4.78 -4.15 1.01 -0.400
C 1.33 8.65 -1.11 -0.404
C -3.08 -7.67 -3.49 -0.102
C -4.66 3.26 5.56 -0.182
C -1.95 5.21 -0.95 -0.191
C -1.07 -6.80 -6.49 -0.394
C 3.27 5.55 0.49 -0.041
C -0.20 8.93 -1.34 -0.043
C -4.02 -3.27 2.04 -0.214
C -0.70 -2.10 -0.45 -0.015
C -1.99 -7.77 -7.25 -0.061
C -3.88 -4.71 -0.08 -0.056
C 4.87 5.52 4.22 -0.100
C 0.54 0.12 -0.20 -0.178
C -3.85 1.11 6.39 -0.098
C -1.37 0.98 -3.74 -0.389
C 3.63 -1.63 -1.99 -0.119
C 1.93 -3.70 2.17 -0.102
C 4.82 3.22 3.60 -0.172
C -0.66 -0.76 0.32 -0.376
C 1.45 -5.28 -1.11 -0.366
C -3.52 3.35 -0.07 -0.045
C -1.69 -6.55 -5.08 -0.202
C 5.23 4.81 -1.06 -0.176
C -0.52 5.44 0.90 -0.132
C -0.01 -0.21 5.79 -0.039
C -3.37 4.59 -0.96 -0.421
C 2.69 -3.44 6.88 -0.033
C 4.85 2.63 -2.05 -0.098
C -3.30 -3.54 -3.49 -0.080
C 1.05 -3.99 -5.23 -0.422
C 2.05 -0.92 -7.26 -0.075
C -0.49 2.28 -3.76 -0.174
C -0.08 0.27 4.31 -0.383
C 1.71 1.38 -4.06 -0.115
C -5.96 0.23 0.51 -0.201
C 0.14 -6.16 -1.03 -0.020
C -6.99 -0.32 -1.76 -0.060
C 2.14 -5.10 0.30 -0.202
C 4.62 0.82 2.91 -0.070
C 4.79 5.48 0.25 -0.436
C 5.43 -0.86 -0.66 -0.151
C 4.09 -1.17 9.90 -0.086
C 1.85 1.84 0.37 -0.129
C 1.61 5.73 -3.34 -0.071
H 2.70 -3.83 7.89 0.072
H -4.44 -5.38 -0.73 0.071
H -6.84 -0.33 -2.84 0.079
H -6.23 -3.99 -0.38 0.057
H -2.62 -3.31 -4.31 0.070
H 7.49 -2.76 0.18 0.080
H 5.03 7.38 1.00 0.073
H -4.63 -2.73 2.77 0.119
H -3.10 -5.28 0.41 0.078
H 3.19 -0.73 9.47 0.067
H 0.51 4.27 5.04 0.095
H 0.94 4.87 -3.29 0.076
H 2.39 -2.83 1.70 0.077
H 4.92 7.34 -0.57 0.068
H -3.14 -2.77 -2.74 0.067
H -3.21 0.45 -2.99 0.039
H -4.62 3.71 6.55 0.125
H -0.67 4.41 1.23 0.076
H 2.66 -2.48 -5.11 0.110
H 2.65 -6.70 -1.92 0.085
H 5.59 3.38 2.84 0.115
H 5.43 5.69 3.29 0.075
H -0.35 9.64 -2.16 0.080
H 5.78 1.47 4.53 0.136
H 5.06 0.15 -0.55 0.090
H -1.56 -2.63 3.43 0.075
H -0.30 -1.26 5.72 0.068
H 3.29 -2.00 -1.02 0.070
H 4.65 5.31 -1.84 0.109
H 5.35 -1.19 7.60 0.115
H -0.51 -0.93 1.39 0.116
H -6.06 -5.19 -5.85 0.080
H 1.52 8.12 -0.17 0.126
H 1.05 0.15 2.69 0.044
H 1.21 -4.25 -1.37 0.084
H 6.27 4.98 -1.34 0.129
H 3.91 1.68 6.07 0.083
H -2.26 1.08 -1.94 0.017
H 0.16 -8.19 -5.67 0.064
H 3.41 -2.39 -2.74 0.071
H -4.85 -1.39 -0.92 0.057
H -2.13 1.16 -5.83 0.079
H 2.59 -6.01 0.71 0.124
H -4.01 0.92 2.95 0.084
H 3.23 -5.30 -2.04 0.074
H 0.47 0.45 -1.24 0.111
H -3.03 -3.00 4.45 0.081
H 1.67 -3.35 6.50 0.061
H 0.22 -7.19 -0.68 0.080
H 7.09 0.71 0.78 0.053
H 4.40 1.64 -1.94 0.065
H -4.56 3.04 -0.15 0.069
H -1.00 3.14 -4.19 0.125
H -3.53 -2.52 1.41 0.109
H -5.27 -5.31 -3.03 0.104
H -0.69 9.30 -0.44 0.076
H -7.68 -5.67 -5.53 0.093
H -3.28 3.67 0.94 0.072
H -2.14 4.21 4.40 0.055
H 2.44 1.15 -4.84 0.085
H -6.33 -6.40 -4.66 0.078
H 1.12 -3.34 2.81 0.079
H 8.35 -0.18 0.88 0.073
H -3.04 -7.48 -7.35 0.068
H -0.23 -4.17 -3.54 0.059
H -2.37 -0.11 0.95 0.067
H -1.54 1.02 0.22 0.058
H 2.78 -1.28 7.45 0.105
H 2.90 4.53 0.42 0.053
H -0.26 2.54 -2.72 0.097
H -5.80 -3.77 -2.43 0.103
H 1.62 10.34 -1.88 0.056
H -4.36 3.49 -2.41 0.056
H 8.79 -2.07 -0.84 0.075
H -0.79 0.21 6.43 0.059
H -1.91 5.99 -1.71 0.116
H 3.83 -0.53 5.64 0.009
H 3.30 -3.97 6.15 0.075
H -5.34 5.90 5.15 0.076
H -2.85 -6.86 -2.80 0.063
H -4.02 5.34 -0.51 0.136
H -0.51 -5.66 -0.31 0.062
H -1.57 -2.71 -0.19 0.060
H 1.57 10.55 -0.28 0.069
H -7.22 -1.32 -1.40 0.076
H -5.81 -2.03 -4.98 0.069
H -4.03 -0.12 -0.75 0.035
H 5.07 -1.47 0.17 0.119
H 3.90 3.46 3.08 0.101
H 5.11 6.34 4.90 0.091
H 4.21 3.15 -2.77 0.068
H -5.10 -1.60 -3.61 0.024
H 2.93 1.92 4.92 0.026
H 2.52 5.25 -2.99 0.064
H 1.71 2.50 -0.49 0.090
H 1.96 8.40 -3.27 0.133
H -6.84 0.85 0.70 0.127
H -0.80 8.03 -1.51 0.052
H -0.80 0.17 -5.74 0.065
H -1.07 -0.06 3.98 0.119
H -0.43 2.25 3.32 0.115
H -0.69 2.24 5.02 0.109
H -1.18 4.50 -1.24 0.113
H 4.84 -0.38 9.92 0.077
H -2.86 2.54 -0.40 0.050
H 3.04 -4.50 0.15 0.104
H -3.02 -4.55 -3.19 0.054
H 2.67 -4.36 2.61 0.094
H -3.23 -8.54 -2.86 0.091
H -0.04 -2.50 -4.15 0.081
H 2.70 -3.44 -6.56 0.119
H 1.79 0.06 4.02 0.031
H -2.09 -8.73 -6.76 0.074
H 3.89 -1.46 10.93 0.083
H -0.86 -2.01 -1.52 0.063
H -5.56 1.68 2.95 0.081
H 0.66 -6.68 -5.68 -0.003
H 2.03 2.56 1.17 0.075
H -4.01 -7.45 -4.01 0.077
H -5.15 -4.98 1.61 0.135
H 3.80 5.58 4.04 0.066
H -6.59 -3.41 1.07 0.079
H -0.39 -6.20 -1.98 0.050
H 1.28 0.50 -3.59 0.069
H 5.37 0.92 2.13 0.053
H -6.12 -0.78 0.88 0.104
H 2.81 -1.34 -7.91 0.076
H -6.21 4.97 4.23 0.069
H -4.37 3.62 3.54 0.117
H 1.77 -5.47 -4.06 0.026
H 7.30 -0.20 -1.41 0.127
H 4.47 -0.23 3.19 0.080
H 3.75 1.10 2.33 0.051
H -7.85 0.30 -1.53 0.081
H 2.77 1.26 0.33 0.082
H -4.45 -4.01 -5.18 0.121
H -1.67 -7.89 -8.29 0.073
H -3.35 -4.02 -0.74 0.054
H 0.25 -4.22 -5.93 0.121
H -3.00 0.44 6.42 0.063
H -2.52 -5.87 -5.30 0.109
H 0.31 5.36 0.20 0.070
H 1.46 -0.46 -0.25 0.103
H 1.25 -3.34 -3.21 0.053
H 0.25 -2.63 -0.39 0.056
H 2.70 -4.96 -5.19 0.073
H 3.04 -0.76 -2.27 0.071
H -2.95 5.50 3.55 0.075
H -0.84 -5.87 -7.02 0.127
H 1.77 6.17 -4.32 0.098
H -2.88 5.61 5.26 0.082
H -2.90 3.75 -2.71 0.031
H 1.11 4.24 3.37 0.080
H 2.93 7.64 -2.06 0.103
H -5.69 1.30 -1.32 0.131
H -1.93 -4.23 4.30 0.093
H 2.62 -0.33 -6.54 0.060
H 5.20 4.96 1.12 0.109
H 2.64 -1.46 5.22 0.029
H -4.09 1.27 7.44 0.087
H 7.30 -2.64 -1.59 0.071
H 0.98 -0.11 6.25 0.068
H 5.31 -2.95 7.24 0.123
H 2.75 6.09 -0.30 0.052
H -5.45 -0.10 2.98 0.084
H -5.65 2.86 5.38 0.117
H 2.23 4.11 4.63 0.068
H -0.30 6.11 1.72 0.096
H -0.87 0.15 -3.25 0.098
H -2.37 -0.40 -5.05 0.063
H 5.80 2.59 -2.59 0.093
H -4.65 0.50 5.97 0.079
H 3.11 6.06 1.44 0.078
H -1.09 -6.05 -4.32 0.095
H 1.40 -0.31 -7.89 0.087
H 2.25 1.88 -3.25 0.060

=====

2.
15
Properties=species:S:1:pos:R:3:nbo_charge:R:1 method="wB97M-V/def2-TZVPD" smiles="CC=[S@@](C)(=O)C=O" fmax_ev_per_a=2.94 gap_ha="0.275 / 0.275" total_charge=0 mol_weight_g_mol=120.2 total_energy_ev=-19202.2452 homo_ev="-8.21 / -8.20"
S -0.29 0.18 -0.29 1.373
O -1.12 -1.02 -0.18 -0.978
O -1.99 2.42 0.22 -0.467
C 1.30 -0.42 0.66 -0.438
C 0.96 -1.05 2.03 -0.709
C -1.90 1.42 -0.42 0.262
C 0.26 0.21 -2.08 -0.796
H -2.81 0.79 -0.65 0.170
H 1.84 0.58 0.77 0.157
H 1.14 -0.43 -2.07 0.262
H 1.87 -1.53 2.31 0.238
H 0.68 -0.44 2.95 0.214
H -0.64 -0.10 -2.61 0.243
H 0.25 -1.91 1.82 0.238
H 0.44 1.30 -2.46 0.233